Entry from OMol25: 2 unconnected molecules or ions with the total composition C3H8N2O2 in a non-equilibrium geometry (ωB97M-V/def2-TZVPD).

The geometry in XYZ format:
```
15
Properties=species:S:1:pos:R:3
C -1.02736 -0.70694 -0.15273
C 1.15382 -1.37003 -0.11823
C -0.65609 1.51124 0.73878
N -0.26813 0.97762 -1.49217
N -0.65470 0.54568 -0.39106
O 1.54761 -1.09724 -1.20840
O 1.48241 -0.64379 1.04864
H -0.98441 -1.53270 -0.82330
H -1.31641 -0.80843 0.85207
H 0.70605 -2.37492 0.14700
H -1.67412 1.76779 0.69029
H -0.31944 1.14813 1.66590
H 0.09828 2.17617 0.39706
H -0.21216 0.29260 -2.10973
H 2.12464 0.11481 0.75588
```

Output
HOMO-LUMO gap: 8.80 eV
Lowest unoccupied orbital energy: 0.80 eV
Energy: -10312.221 eV
ΔE to the lowest compared entry with this formula, charge and spin: 109.10 kcal per mole

Löwdin population analysis, charges in e, atoms 1 to 5:
1 C -0.041
2 C -0.471
3 C 0.021
4 N 0.134
5 N -0.370

Entry from OMol25: C3H9N3S2 in the gas phase in a non-equilibrium geometry (ωB97M-V/def2-TZVPD).

The geometry in XYZ format:
```
17
Properties=species:S:1:pos:R:3
C 1.81865 0.36780 -1.22858
C 0.22910 -1.72280 1.63497
C -2.07085 1.41830 -0.48781
N 0.33745 -0.41745 1.20201
N -0.76783 0.97352 -0.93177
N 1.57881 1.49668 -1.75116
S 1.59354 -2.90681 1.46506
S 0.16068 -0.11561 -0.35742
H -0.67836 -2.13507 1.16904
H 0.33830 -1.57614 2.70257
H 2.04865 -2.75112 2.72586
H -2.10227 1.52096 0.56487
H -2.82087 0.66902 -0.79838
H -2.32061 2.39953 -1.04650
H 2.25935 2.06096 -2.14475
H 0.69794 2.02169 -1.65775
H -0.30169 -1.30347 -1.06025
```

Output
HOMO-LUMO gap: 8.95 eV
Lowest unoccupied orbital energy: 0.42 eV
Energy: -29390.985 eV
ΔE to the lowest compared entry with this formula, charge and spin: 136.96 kcal per mole

Löwdin population analysis, charges in e, atoms 1 to 5:
1 C -0.139
2 C -0.767
3 C -0.190
4 N -0.349
5 N -0.437

Entry from OMol25: a gas-phase ion, C19H26N3O2 (charge +1) (ωB97M-V/def2-TZVPD).

The geometry in XYZ format:
```
50
Properties=species:S:1:pos:R:3
C 4.36646 2.44627 0.59734
H 4.33092 3.52409 0.72384
H 5.31090 2.18103 0.12770
H 4.31917 1.97758 1.57602
C 3.19081 1.97985 -0.26288
N 3.26986 0.52262 -0.43395
C 3.24045 -0.37842 0.55446
O 3.08624 -0.14131 1.73459
C 3.37993 -1.82817 0.04187
H 3.36876 -2.51351 0.89565
H 4.32436 -1.94358 -0.49538
O 2.37247 -2.16249 -0.89961
C 1.10468 -2.30191 -0.47262
C 0.66919 -2.06887 0.83410
C -0.66386 -2.23341 1.15063
C -1.59111 -2.63022 0.19171
C -1.15261 -2.87100 -1.10807
C 0.17546 -2.71378 -1.43573
H 0.52611 -2.90646 -2.43635
H -1.85100 -3.20118 -1.86313
C -3.04371 -2.69692 0.56249
H -3.63785 -3.18174 -0.21277
H -3.18409 -3.22740 1.50645
N -3.54204 -1.28941 0.74315
H -4.45272 -1.27780 1.21391
H -2.86138 -0.81203 1.35300
C -3.61617 -0.51501 -0.53468
C -3.34578 0.94200 -0.28316
C -4.32684 1.91996 -0.40146
C -3.98630 3.23969 -0.15393
C -2.67557 3.52788 0.20566
N -1.74040 2.60162 0.32164
C -2.06251 1.34812 0.08324
H -1.25467 0.63000 0.17793
H -2.35717 4.54053 0.40672
H -4.71879 4.02508 -0.24116
H -5.33321 1.65634 -0.69357
H -4.59453 -0.66790 -0.99222
H -2.84350 -0.91527 -1.19696
H -0.97854 -2.06016 2.17101
H 1.35256 -1.74964 1.60318
H 3.41552 0.18712 -1.37403
C 1.86349 2.33769 0.40851
H 1.80023 3.41108 0.55566
H 1.79620 1.85115 1.37678
H 1.02234 2.02543 -0.20623
C 3.26771 2.60008 -1.65564
H 3.20480 3.68165 -1.58123
H 4.20927 2.34753 -2.13873
H 2.44597 2.25274 -2.27933
```

Output
HOMO-LUMO gap: 8.74 eV
Lowest unoccupied orbital energy: -2.89 eV
Charge: +1
Energy: -28684.613 eV
ΔE to the lowest compared entry with this formula, charge and spin: 0.00 kcal per mole
SMILES: CC(C)(C)NC(=O)COc1ccc(C[NH2+]Cc2cccnc2)cc1

Löwdin population analysis, charges in e, atoms 1 to 5:
1 C -0.027
2 H 0.089
3 H 0.089
4 H 0.079
5 C -0.582

Entry from OMol25: a molecular structure, C46H107AsF6O28P5S4 in a non-equilibrium geometry (ωB97M-V/def2-TZVPD).

The geometry in XYZ format:
```
197
Properties=species:S:1:pos:R:3
As -14.75988 0.68452 -21.76879
F -15.91584 1.84075 -22.31360
F -14.17893 0.51849 -23.41170
F -13.49967 -0.41557 -21.16222
F -15.30093 0.78973 -20.11051
F -15.87137 -0.63422 -22.04538
F -13.58656 2.01796 -21.62840
C -9.13241 -0.01717 -20.61178
C -10.34735 0.88192 -20.40705
C -10.46344 1.71298 -21.68202
S -8.81133 1.99457 -22.36512
O -8.44129 3.37792 -22.15417
O -8.77375 1.34262 -23.66364
C -7.99252 0.87761 -21.13658
H -9.36137 -0.81206 -21.32224
H -8.80965 -0.47304 -19.67502
H -10.20364 1.64554 -19.64134
H -11.28676 0.37216 -20.21197
H -10.92352 2.65148 -21.37727
H -11.07660 1.26239 -22.46070
H -7.62840 1.57022 -20.37660
H -7.14668 0.39132 -21.61538
C -13.90334 -0.32900 -16.03163
C -12.75635 -0.75966 -15.11025
C -11.77811 0.40527 -15.17032
S -11.57555 0.64163 -17.00954
O -10.71785 -0.33868 -17.64168
O -11.22402 2.05450 -17.19261
C -13.31818 0.21971 -17.32120
H -14.48097 0.48220 -15.58717
H -14.53656 -1.20930 -16.14838
H -12.25806 -1.64524 -15.51067
H -13.10614 -0.89650 -14.08790
H -10.79518 0.37181 -14.70874
H -12.31402 1.30009 -14.84642
H -13.47317 -0.37036 -18.22358
H -13.76916 1.18405 -17.56464
C -13.68055 4.30545 -19.28719
C -12.89366 5.50607 -18.74058
C -12.70352 5.29954 -17.23145
S -14.26400 4.54021 -16.66854
O -15.15826 5.50987 -16.07492
O -13.98022 3.29016 -15.98764
C -14.88715 4.24473 -18.35790
H -13.06022 3.44465 -19.01835
H -13.90720 4.32016 -20.34734
H -13.27120 6.50120 -18.98029
H -11.89217 5.48827 -19.18083
H -12.44543 6.20435 -16.68635
H -11.92927 4.55848 -17.02781
H -15.49269 5.13996 -18.51708
H -15.54630 3.37957 -18.31274
C -17.47504 0.45466 -25.70828
C -17.75141 1.07704 -27.09772
C -16.90250 0.46827 -28.23967
S -15.54077 -0.39847 -27.39068
O -14.26282 0.14834 -27.80690
O -15.77986 -1.81893 -27.47844
C -15.98097 0.22660 -25.72742
H -17.97324 -0.51791 -25.67861
H -17.76714 1.04315 -24.84308
H -17.39857 2.11468 -27.09536
H -18.80987 1.20097 -27.32792
H -16.41162 1.25343 -28.80666
H -17.41740 -0.24808 -28.87423
H -15.50490 1.19460 -25.55910
H -15.53615 -0.43431 -24.98669
C -7.73268 -5.78006 -23.09965
C -8.70362 -6.67157 -23.83283
O -10.06659 -6.24257 -23.77993
P -10.67040 -5.13741 -24.74213
O -9.75133 -4.18524 -25.40296
O -11.50033 -6.07688 -25.74062
C -12.26995 -5.47879 -26.79512
C -13.17163 -6.54976 -27.39768
O -11.83731 -4.49957 -23.81990
C -11.87200 -3.07280 -23.66138
C -13.16914 -2.51278 -24.24158
H -7.83987 -5.63257 -22.02724
H -6.75862 -6.26803 -23.21583
H -7.68924 -4.81756 -23.61262
H -8.51359 -6.77728 -24.90689
H -8.67659 -7.67448 -23.39640
H -12.76703 -4.57505 -26.44578
H -11.50555 -5.18838 -27.52240
H -13.45171 -6.42553 -28.44467
H -12.59446 -7.47800 -27.41088
H -14.10072 -6.72894 -26.85799
H -11.88150 -2.81560 -22.60120
H -11.05139 -2.56074 -24.16185
H -13.10512 -1.42890 -24.30134
H -13.47104 -3.01456 -25.16221
H -14.02946 -2.75008 -23.60569
C -20.40746 9.05870 -21.95734
C -19.68823 8.88644 -23.27928
O -18.56037 8.01472 -23.14843
P -18.70558 6.42388 -23.30268
O -19.23953 5.79630 -22.09260
O -19.55486 6.21042 -24.63780
C -20.04224 4.89702 -24.96545
C -21.53672 4.86428 -24.69304
O -17.23786 6.09638 -23.81916
C -16.06497 6.08921 -22.99714
C -15.04290 5.08134 -23.52677
H -19.74295 9.50408 -21.20979
H -21.20855 9.78622 -22.10646
H -20.74449 8.15011 -21.46328
H -20.39839 8.51808 -24.02768
H -19.32577 9.80105 -23.74837
H -19.68010 4.55077 -25.93505
H -19.53542 4.15840 -24.32886
H -21.70066 4.74104 -23.62234
H -21.95556 5.82900 -24.97477
H -21.97152 4.00643 -25.20691
H -15.62126 7.08601 -23.04582
H -16.35689 5.89506 -21.96398
H -14.49892 5.44107 -24.40060
H -14.28357 5.01417 -22.74492
H -15.46885 4.11049 -23.76582
C -18.90469 2.47177 -21.31588
C -20.07620 1.52742 -21.33394
O -19.84024 0.61720 -22.40858
P -20.97769 -0.00025 -23.34148
O -21.22618 0.75026 -24.58536
O -22.21044 -0.11083 -22.28618
C -23.49499 -0.47107 -22.79254
C -24.40119 0.76180 -22.85356
O -20.57799 -1.54229 -23.61403
C -20.04525 -2.31900 -22.52074
C -18.50932 -2.26895 -22.58245
H -18.56715 2.66245 -22.33298
H -19.15892 3.44669 -20.89338
H -18.05979 2.12575 -20.71720
H -20.26214 1.07812 -20.35634
H -20.96986 2.13686 -21.50912
H -23.41824 -0.99060 -23.75000
H -23.95182 -1.17254 -22.09185
H -23.96438 1.58386 -23.41929
H -25.32404 0.52286 -23.38242
H -24.52892 1.02045 -21.80306
H -20.39632 -1.89550 -21.57670
H -20.47695 -3.31489 -22.60854
H -18.05618 -2.93566 -21.85071
H -18.28059 -2.54309 -23.61151
H -18.19181 -1.25351 -22.36242
C -14.67377 -2.93484 -19.56434
C -14.33415 -3.67342 -18.28922
O -14.71796 -5.04845 -18.42033
P -14.24670 -6.03541 -17.25626
O -12.84741 -6.49369 -17.38436
O -15.35135 -7.15796 -17.36102
C -15.31335 -8.29783 -16.49871
C -14.61131 -9.46533 -17.16040
O -14.61817 -5.28823 -15.88594
C -13.66315 -5.06314 -14.84205
C -14.24286 -5.65134 -13.55212
H -14.21161 -3.43280 -20.41756
H -15.75498 -2.87443 -19.67103
H -14.20900 -1.95038 -19.58463
H -13.26108 -3.60407 -18.07123
H -14.79715 -3.21524 -17.40883
H -14.86090 -8.07393 -15.53300
H -16.34775 -8.59727 -16.32656
H -14.99778 -9.63164 -18.16596
H -13.55081 -9.21108 -17.17246
H -14.79344 -10.40946 -16.64632
H -12.69461 -5.44995 -15.16058
H -13.54090 -3.98706 -14.70178
H -13.50618 -5.81382 -12.76663
H -14.95440 -4.92488 -13.15144
H -14.84346 -6.54078 -13.73338
C -21.93682 -1.00847 -19.38522
C -22.48640 -1.21034 -17.95782
O -21.47155 -0.87575 -17.01406
P -20.37909 -1.90766 -16.50238
O -20.86564 -3.25845 -16.20567
O -19.18776 -1.85965 -17.59233
C -18.46923 -0.60297 -17.68597
C -17.58064 -0.68786 -18.92783
O -19.76494 -1.05276 -15.30037
C -20.45505 -0.45615 -14.21943
C -19.54502 0.67825 -13.72412
H -20.99929 -1.51817 -19.56599
H -22.75779 -1.35870 -20.01882
H -21.96949 0.05813 -19.59827
H -23.34250 -0.55839 -17.77770
H -22.87868 -2.21423 -17.77688
H -19.19987 0.17652 -17.91167
H -17.84974 -0.42830 -16.81339
H -16.69736 -1.29052 -18.69556
H -18.04049 -1.17363 -19.78905
H -17.18669 0.27695 -19.24711
H -21.43237 -0.09601 -14.53948
H -20.50472 -1.17493 -13.39730
H -19.27044 1.25960 -14.60508
H -20.00406 1.33613 -12.98541
H -18.64686 0.28184 -13.25211
```

Output
HOMO-LUMO gap: 9.60 eV
Lowest unoccupied orbital energy: 1.76 eV
Charge: -1
Energy: -273715.364 eV
ΔE to the lowest compared entry with this formula, charge and spin: 30.36 kcal per mole

Löwdin population analysis, charges in e, atoms 1 to 5:
1 As 0.795
2 F -0.242
3 F -0.260
4 F -0.272
5 F -0.262

Number 1: E_HOMO -8.0 eV. Number 2: E_HOMO -8.5 eV. Number 3: E_HOMO -11.6 eV. Number 4: E_HOMO -7.8 eV.